The following is a quantum chemistry calculation of a 16-piece molecular cluster, C34H106N26O16 overall, from OMol25.

Its energy above the lowest of the compared OMol25 structures with the same formula, charge and spin is 28.0 kcal/mol.

The geometry in XYZ format:
```
182
Properties=species:S:1:pos:R:3:forces:R:3:mulliken_charge:R:1
C -8.180577 -23.350484 -5.426157 0.25 1.98 -0.57 0.581
O -7.826229 -22.245327 -5.861948 -0.05 0.58 -0.29 -0.921
N -9.445986 -23.603161 -5.154610 -2.29 0.09 0.54 0.362
N -7.267430 -24.276654 -5.258655 1.86 -1.59 0.37 -0.405
H -9.680979 -24.408194 -4.580216 0.13 0.08 -0.22 -0.062
H -9.975742 -22.731978 -5.051080 -0.07 -0.48 0.01 -0.218
H -7.440807 -25.062261 -4.634550 0.05 0.29 -0.40 0.120
H -6.368431 -23.812040 -5.321263 0.11 -0.75 0.21 0.278
C -9.913400 -19.676837 -4.560752 -1.03 -1.18 -0.76 -0.172
O -10.575228 -20.716846 -4.502813 -1.12 -1.01 0.58 -0.164
N -8.654118 -19.783699 -4.844189 2.90 0.87 -0.73 -0.183
N -10.502602 -18.499574 -4.381984 -1.36 1.68 0.43 0.048
H -8.412135 -20.694776 -5.235427 0.58 -0.13 -0.12 0.356
H -8.103994 -18.966281 -5.091383 -0.13 -0.44 0.20 0.207
H -11.505301 -18.656883 -4.297428 0.18 0.72 -0.10 -0.222
H -10.249279 -17.677563 -4.927260 0.07 -0.49 0.36 0.245
C -10.405505 -22.118480 3.618312 0.16 1.74 0.13 0.580
O -10.232605 -20.922854 3.371247 0.02 0.09 -0.23 -0.837
N -11.217922 -22.382502 4.677948 -0.41 -0.69 0.62 -0.394
N -9.805002 -23.023571 2.806860 0.40 -0.88 -0.08 -0.253
H -11.595849 -23.271979 5.004715 0.51 0.54 -0.45 0.179
H -11.510814 -21.512667 5.126736 0.09 -0.77 -0.18 0.253
H -9.375956 -23.883116 3.152467 -0.46 0.50 -0.09 0.290
H -9.255024 -22.504145 2.117007 -0.10 -0.54 0.35 0.128
C -10.933182 -26.639758 -6.499583 -0.92 -1.00 1.56 0.545
O -11.094730 -27.646622 -5.813265 -0.49 -1.13 0.57 -0.695
N -9.932073 -26.605310 -7.340507 2.52 -0.89 -1.53 -0.380
N -11.764084 -25.626340 -6.427075 -1.39 2.49 0.08 -0.186
H -9.392148 -27.450905 -7.167042 0.29 0.63 -0.53 0.233
H -9.467216 -25.785918 -7.686025 -0.13 0.16 0.03 0.250
H -12.500928 -25.680924 -5.735674 0.33 0.10 -0.15 0.043
H -11.442510 -24.696109 -6.679109 -0.32 -0.28 0.03 0.143
C -14.288330 -22.239476 -7.080537 -0.54 0.61 -1.78 0.378
O -15.039184 -22.124608 -8.013324 -1.11 0.75 -2.05 -0.735
N -14.614098 -23.132594 -6.153645 -1.05 -1.49 3.52 -0.301
N -13.204565 -21.490774 -6.974088 2.58 1.04 0.70 -0.167
H -15.571218 -22.861869 -5.872493 0.30 -0.79 -0.16 0.055
H -14.015269 -23.145002 -5.336126 0.28 0.07 0.11 0.278
H -12.999739 -20.885838 -7.756159 -0.03 -0.17 0.23 0.196
H -12.569234 -21.495975 -6.174439 -0.39 -0.08 -0.45 0.139
C -17.252785 -21.977647 -0.962924 0.85 -0.36 -1.91 -0.043
O -16.702982 -21.508942 -1.958097 0.48 -0.33 -0.33 0.381
N -17.848582 -21.144827 -0.141172 -1.37 1.65 1.57 -0.408
N -17.213702 -23.298734 -0.694174 -0.26 -1.34 0.05 -0.310
H -18.464758 -21.446078 0.598510 0.05 0.12 -0.13 0.201
H -18.006935 -20.254411 -0.602346 -0.13 -0.07 0.57 0.277
H -18.019851 -23.726563 -0.246470 0.28 0.28 0.05 0.313
H -16.953384 -23.813003 -1.531884 0.10 -0.23 0.06 0.020
C -7.663126 -21.151279 -0.779372 1.54 -1.27 -1.63 0.503
O -6.869794 -22.083244 -0.970314 -0.29 0.12 0.68 -0.778
N -8.637650 -20.905453 -1.665911 -1.53 0.82 -0.74 0.222
N -7.556952 -20.292838 0.241112 0.35 0.33 1.33 -0.208
H -9.096384 -19.996549 -1.614496 0.08 -0.43 -0.01 -0.033
H -8.599923 -21.352489 -2.574218 0.11 0.04 0.43 -0.082
H -6.722803 -20.428428 0.796846 -0.37 0.27 -0.05 0.238
H -8.100439 -19.439751 0.272065 -0.03 -0.10 0.01 0.109
C -14.962185 -21.431926 2.941774 -1.23 0.73 -1.21 0.426
O -15.151901 -20.352101 3.445112 -0.37 3.30 0.60 -0.756
N -15.187118 -21.665718 1.665903 -0.25 -0.63 -2.43 0.086
N -14.646961 -22.386306 3.751656 1.38 -3.11 2.83 -0.346
H -15.167865 -22.600886 1.275704 -0.10 0.36 0.08 0.040
H -15.714837 -20.955206 1.174211 0.29 -0.23 -0.02 -0.001
H -14.624539 -21.948856 4.669901 0.39 -1.06 0.02 0.255
H -14.315160 -23.326446 3.554427 -0.22 0.62 0.05 0.188
C -16.428340 -26.421485 -3.439821 -0.94 -0.23 0.23 0.355
O -16.936199 -25.353430 -3.186709 -0.97 1.75 1.17 -0.601
N -16.792408 -27.565342 -2.850587 -1.48 -1.49 1.22 -0.453
N -15.503478 -26.514082 -4.349721 2.53 -0.03 -3.10 -0.193
H -16.536605 -28.484214 -3.220219 -0.18 0.76 0.21 0.212
H -17.737346 -27.450563 -2.482170 0.56 -0.59 0.09 0.269
H -15.399880 -27.381963 -4.871015 0.19 0.46 0.21 0.282
H -15.445566 -25.647997 -4.886215 0.34 -0.51 -0.08 0.090
C -12.610159 -18.051562 2.229375 2.07 -0.93 0.39 0.629
O -11.716722 -17.311528 1.849600 1.68 0.43 -0.98 -0.772
N -12.446864 -19.364991 2.456963 -0.10 -1.29 0.18 -0.060
N -13.754782 -17.510347 2.509390 -3.06 1.67 0.44 -0.380
H -13.156858 -19.829046 3.021593 0.28 0.29 -0.27 0.077
H -11.496829 -19.699492 2.588309 -0.14 0.06 -0.05 0.159
H -14.568237 -17.998170 2.859606 0.20 0.18 -0.02 0.199
H -13.652416 -16.505332 2.412183 -0.91 -0.32 0.18 0.251
C -20.032924 -22.848295 -3.489281 0.14 0.51 -0.44 -1.440
C -19.128205 -22.178197 -4.552801 -0.26 0.25 0.15 0.269
C -19.099815 -20.697027 -4.432191 -2.98 1.19 0.55 -0.383
O -20.466289 -20.249937 -4.613662 -0.02 0.76 0.25 -0.414
C -20.615046 -18.837354 -4.452089 0.53 -0.75 0.12 -0.711
N -17.731837 -22.454076 -4.661430 1.20 -1.54 0.52 -0.227
H -19.946652 -22.714884 -2.404797 0.69 0.52 -0.16 0.165
H -19.917458 -23.896400 -3.673751 -0.47 -0.85 -0.05 0.361
H -21.011869 -22.453722 -3.766851 -0.24 -0.56 0.18 0.491
H -19.630633 -22.490544 -5.471680 0.17 0.33 -0.26 0.503
H -18.509780 -20.204549 -5.183675 0.70 0.05 -0.20 0.546
H -18.834305 -20.419696 -3.397544 0.54 0.05 -0.32 0.140
H -20.400161 -18.505624 -3.424351 0.13 -0.18 -0.06 0.266
H -21.645282 -18.574012 -4.655993 -0.13 -0.03 -0.26 0.265
H -19.924517 -18.323918 -5.129933 -0.17 0.19 -0.02 0.287
H -17.555420 -23.452546 -4.585226 -0.02 -0.13 -0.08 0.136
H -17.299980 -22.081895 -3.822270 0.34 0.08 0.06 -0.440
C -13.533873 -24.449305 -2.381531 0.10 0.63 -0.51 -0.449
C -13.377697 -22.990511 -2.824397 -0.47 0.32 0.42 1.206
C -13.149465 -22.062092 -1.617663 0.36 -0.34 -0.72 -0.922
O -11.910604 -22.386409 -1.047332 0.41 0.04 0.44 0.581
C -11.663520 -21.592300 0.092768 -1.03 0.36 0.25 -0.068
N -12.360971 -22.829868 -3.880546 -0.21 -0.40 0.61 1.150
H -13.773718 -25.052028 -3.258977 0.16 -0.09 0.10 -0.493
H -14.395993 -24.498605 -1.713593 0.18 -0.20 0.21 0.407
H -12.616846 -24.806260 -1.919264 -0.05 -0.18 0.19 -0.354
H -14.373435 -22.723622 -3.197339 0.11 0.31 -0.31 -0.306
H -13.931277 -22.232622 -0.878189 -0.41 0.21 0.08 0.288
H -13.124274 -20.995615 -1.930020 -0.27 -0.40 0.11 0.248
H -12.031264 -20.573769 -0.049570 0.61 0.45 -0.51 0.022
H -10.613982 -21.623020 0.348885 0.11 0.05 0.02 -0.054
H -12.319494 -21.826152 0.950392 0.36 -0.80 -0.01 -0.084
H -11.502989 -23.221914 -3.496129 -0.02 -0.20 -0.05 -0.495
H -12.094358 -21.853429 -3.954325 -0.15 0.28 -0.10 -0.324
C -15.205580 -19.461789 -4.727099 -1.29 -0.45 -0.54 -1.687
C -14.517755 -18.946850 -3.493615 0.03 1.39 -0.01 2.446
C -14.289826 -17.452743 -3.666028 1.23 -1.09 -0.80 -1.109
O -13.161091 -17.275387 -4.543030 -0.46 1.58 0.61 -0.250
C -12.928127 -15.843362 -4.669411 0.41 -1.58 -0.56 -1.046
N -15.371669 -18.907838 -2.314180 -0.41 -1.39 0.51 -0.521
H -14.712197 -19.274618 -5.675865 0.63 0.09 0.17 0.386
H -16.182929 -18.973363 -4.859800 0.13 0.14 0.36 0.379
H -15.472509 -20.515435 -4.729750 0.27 -0.34 0.30 0.151
H -13.542013 -19.416524 -3.322566 -0.02 -0.26 -0.08 -1.192
H -14.119693 -17.036800 -2.667208 0.16 0.44 -0.29 0.425
H -15.200582 -17.084866 -4.124907 -0.15 0.63 0.06 0.405
H -12.686393 -15.438401 -3.696796 -0.55 0.42 0.40 0.447
H -13.801058 -15.410035 -5.186765 0.53 0.27 0.36 0.307
H -11.992903 -15.723326 -5.226571 -0.38 0.01 -0.39 0.254
H -15.797483 -19.820953 -2.147382 -0.04 0.16 -0.14 -0.020
H -14.778151 -18.750224 -1.505120 -0.05 0.17 0.05 0.310
C -7.049665 -26.511818 -2.510755 -0.31 -0.01 -0.37 -1.626
C -8.534829 -26.629741 -2.612463 -2.57 1.35 -2.13 -0.004
C -9.293965 -25.474472 -2.028266 -0.60 0.86 0.10 1.050
O -9.121640 -25.576238 -0.691961 1.14 -1.10 2.55 -0.562
C -9.996324 -24.969387 0.166830 -0.75 0.89 0.47 -0.224
N -9.028365 -26.522320 -4.025763 1.49 -0.71 -0.62 0.047
H -6.620931 -27.191121 -3.246745 0.43 -0.28 0.31 0.422
H -6.743620 -26.705708 -1.487056 0.33 -0.07 -0.11 0.379
H -6.762661 -25.500850 -2.806047 0.14 0.04 0.29 0.398
H -9.018256 -27.511172 -2.244411 0.42 -0.82 0.92 0.152
H -10.368680 -25.499851 -2.266334 0.08 -0.39 -0.27 -0.329
H -8.938022 -24.481489 -2.316447 0.37 0.09 -0.68 0.186
H -11.010880 -25.383471 0.118176 -0.16 -0.04 -0.30 0.121
H -10.069774 -23.880248 0.002067 0.04 -0.25 0.03 -0.108
H -9.655223 -25.161641 1.179886 0.18 0.07 0.07 0.408
H -8.514869 -27.238348 -4.540781 -0.13 0.19 -0.33 0.256
H -9.994186 -26.833235 -4.117392 0.08 0.08 0.42 -0.381
C -10.651508 -16.010866 -1.351456 0.12 0.49 -1.74 -0.925
C -9.499538 -16.916699 -1.179891 1.46 -0.99 3.57 0.659
C -8.530379 -16.417359 -0.087562 -0.12 1.13 -1.60 -1.308
O -8.155457 -15.114259 -0.485100 0.47 0.07 0.32 -0.315
C -6.994619 -14.684817 0.195587 -0.48 0.21 -0.63 -0.785
N -9.852210 -18.208330 -0.551946 -1.42 -0.66 -1.25 0.456
H -11.241108 -15.915644 -0.441685 0.06 0.23 -0.04 0.258
H -11.241518 -16.395198 -2.188842 -0.44 -0.12 0.22 -0.163
H -10.211008 -15.090520 -1.753653 -0.53 0.36 0.54 0.490
H -8.848325 -17.062692 -2.027772 -0.33 -0.16 -0.72 0.271
H -7.638139 -17.051105 -0.135952 -0.11 -0.22 0.51 0.455
H -9.015980 -16.356588 0.889662 0.10 -0.38 0.16 0.504
H -6.116890 -15.255275 -0.120869 0.14 0.12 -0.24 0.295
H -7.084780 -14.856714 1.264316 -0.13 0.36 0.37 0.317
H -6.934479 -13.629338 -0.085621 0.53 -0.14 0.47 0.244
H -10.619728 -18.547648 -1.148327 0.28 -0.45 0.27 -0.335
H -10.357270 -18.020670 0.327035 0.29 0.14 -0.15 -0.087
C -13.200453 -29.107684 -1.150642 -0.11 0.28 0.87 -1.768
C -11.925491 -28.793565 -1.892977 1.52 -2.07 -1.28 0.739
C -11.392370 -30.071053 -2.617243 -3.81 0.13 -0.85 -1.297
O -12.472131 -30.535532 -3.526195 0.93 0.17 0.48 -0.280
C -12.130356 -31.833089 -4.027176 0.26 1.96 0.08 -0.820
N -11.945606 -27.693170 -2.825460 -0.85 0.97 0.24 0.208
H -14.096365 -29.252550 -1.749555 0.14 0.11 -0.31 0.302
H -13.370032 -28.280518 -0.434701 -0.19 -0.41 -0.23 0.386
H -13.042230 -30.033086 -0.574702 -0.12 0.32 -0.02 0.467
H -11.154321 -28.694036 -1.126120 0.15 0.70 0.25 0.174
H -11.316198 -30.864248 -1.901432 0.77 -0.45 0.63 0.707
H -10.579544 -29.965900 -3.288985 1.42 0.49 -0.02 0.448
H -12.875991 -32.031982 -4.770337 -0.67 -0.84 0.08 0.238
H -12.010769 -32.457103 -3.157040 -0.32 -1.04 -0.07 0.336
H -11.194629 -31.811004 -4.585758 0.40 0.08 0.07 0.297
H -11.807043 -27.945043 -3.802951 -0.20 -0.22 0.17 0.227
H -12.843132 -27.201229 -2.749369 0.58 -0.12 -0.21 -0.389
```
Forces are in eV/Å.